(1)
{
  "formula": "C4H9O2",
  "method": "ωB97M-V/def2-TZVPD",
  "energy_ha": -308.30608,
  "e_homo_ev": -3.492,
  "e_lumo_ev": 3.73,
  "charge": -1,
  "spin_multiplicity": 1,
  "relative_energy_kj_mol": 101.9,
  "symbols": ["C", "C", "H", "H", "H", "H", "H", "H", "C", "C", "O", "O", "H", "H", "H"],
  "coordinates": [[1.97541, -1.04550, 1.81240], [0.69241, -0.84584, 1.04692], [2.00815, -0.09795, 2.43047], [2.04535, -2.03631, 2.24654], [2.87344, -0.64965, 1.28783], [0.92320, -0.33415, 0.11455], [0.37178, -1.85520, 0.64355], [-0.20101, -0.58057, 1.58191], [-1.45183, 0.78916, -2.17285], [-1.61005, 1.43209, -0.82549], [-0.89581, 2.43112, -0.56637], [-2.49269, 0.98661, -0.03399], [-2.38401, 0.69462, -2.73915], [-1.16004, -0.25460, -2.10145], [-0.69429, 1.36616, -2.72488]],
  "forces_ev_per_a": [[0.44, 3.32, 0.40], [-0.06, -3.00, -2.22], [-0.25, -1.61, 1.08], [0.51, 0.38, 0.57], [-0.31, -1.55, -0.64], [-0.72, 0.80, 0.31], [0.34, 0.68, 0.24], [0.01, 1.01, 0.23], [0.36, -0.30, -1.09], [-1.15, 0.99, 2.10], [0.53, -0.13, -0.56], [0.27, -0.56, -0.74], [-0.09, 0.54, 0.13], [0.45, -0.20, 0.30], [-0.31, -0.38, -0.10]],
  "nbo_charge": [-0.64, -0.61, 0.21, 0.20, 0.20, 0.23, 0.17, 0.24, -0.73, 0.73, -0.79, -0.81, 0.20, 0.20, 0.20]
}

---

(2)
{
  "formula": "C4H9O2",
  "method": "ωB97M-V/def2-TZVPD",
  "energy_ha": -308.15193,
  "e_homo_ev": [-10.933, -10.484],
  "e_lumo_ev": [0.74, -3.58],
  "spin_multiplicity": 2,
  "relative_energy_kj_mol": 160.9,
  "symbols": ["C", "C", "O", "O", "H", "H", "H", "C", "C", "H", "H", "H", "H", "H", "H"],
  "coordinates": [[-0.97183, -0.92252, -1.57828], [-0.32365, 0.48222, -1.56991], [0.10940, 0.94930, -2.61424], [-0.51227, 1.11846, -0.55178], [-0.69741, -1.61786, -2.38638], [-2.01137, -0.53190, -1.71097], [-0.95140, -1.48233, -0.66678], [1.35336, -1.12339, 2.89024], [0.32689, -0.05715, 2.61542], [1.32834, -1.98046, 2.21852], [2.25174, -0.39852, 2.73310], [1.25288, -1.58545, 3.91056], [-0.77616, -0.24409, 2.93329], [-0.07945, -0.05895, 1.46062], [0.59708, 1.08246, 2.69140]],
  "forces_ev_per_a": [[-1.01, 0.95, -0.25], [-0.21, -4.72, -4.00], [0.54, 1.12, 0.31], [0.00, 2.80, 3.16], [0.19, 0.89, 0.02], [0.37, -0.99, -0.09], [0.12, 0.00, 0.80], [1.19, 1.65, 0.68], [-4.74, 1.62, -3.48], [0.15, 0.38, -0.35], [-0.49, -2.48, 0.62], [0.50, 0.94, -0.73], [1.98, 0.42, 0.68], [1.75, -0.15, 2.11], [-0.33, -2.43, 0.52]],
  "lowdin_spin": [0.04, 0.05, 0.19, 0.70, 0.01, 0.00, 0.00, 0.00, 0.01, 0.00, 0.00, 0.00, 0.00, 0.00, 0.00]
}

---

(3)
{
  "formula": "C4H9O2",
  "method": "ωB97M-V/def2-TZVPD",
  "energy_ha": -308.21320,
  "e_homo_ev": [-11.252, -10.789],
  "e_lumo_ev": [0.81, -2.98],
  "spin_multiplicity": 2,
  "relative_energy_kj_mol": 0.0,
  "symbols": ["C", "C", "H", "H", "H", "H", "H", "H", "C", "C", "O", "O", "H", "H", "H"],
  "coordinates": [[0.15950, -1.41923, -0.30530], [0.15556, -2.30804, 0.93869], [-0.39095, -1.85698, -1.13636], [-0.31235, -0.46537, -0.07528], [1.17500, -1.17999, -0.61807], [0.93570, -2.00279, 1.63609], [0.37362, -3.34284, 0.68790], [-0.82412, -2.29564, 1.41525], [-0.42577, 2.34978, 0.22552], [0.10329, 1.89601, -1.11592], [-0.58407, 1.78563, -2.10702], [1.37601, 1.62357, -1.18070], [-0.10473, 3.33846, 0.53477], [-0.13116, 1.61713, 0.98015], [-1.50551, 2.26029, 0.12029]],
  "forces_ev_per_a": [[0.05, 0.13, 0.31], [0.07, -0.08, -0.33], [0.06, -0.03, -0.02], [-0.11, 0.02, -0.02], [0.00, -0.16, -0.18], [-0.21, 0.13, 0.18], [0.02, -0.14, -0.10], [0.09, 0.03, 0.18], [-0.05, -0.98, -0.05], [-0.49, 0.71, 0.50], [0.40, -0.22, -0.25], [0.05, -0.03, -0.20], [0.03, 0.09, -0.18], [0.16, 0.17, 0.09], [-0.06, 0.37, 0.08]],
  "lowdin_spin": [0.00, 0.00, 0.00, 0.00, 0.00, 0.00, 0.00, 0.00, 0.03, 0.04, 0.12, 0.80, 0.00, 0.00, 0.01]
}

---

(4)
{
  "formula": "C4H9O2P",
  "method": "ωB97M-V/def2-TZVPD",
  "energy_ha": -649.60766,
  "e_homo_ev": -9.278,
  "e_lumo_ev": 0.93,
  "spin_multiplicity": 1,
  "relative_energy_kj_mol": 221.2,
  "symbols": ["C", "C", "C", "C", "O", "O", "P", "H", "H", "H", "H", "H", "H", "H", "H", "H"],
  "coordinates": [[-1.94743, 0.60561, -0.92974], [0.92048, -0.46192, -0.86557], [0.98918, 0.95943, 1.14847], [0.56004, -0.37140, 0.59390], [-2.04923, -0.60278, -0.52407], [-1.44544, 1.45683, -0.26958], [-1.27101, -0.97309, 0.92849], [-2.03138, 0.75400, -2.00658], [0.37840, -1.37812, -1.20436], [2.01656, -0.52898, -1.13851], [0.41799, 0.38159, -1.51400], [0.74712, 0.91239, 2.31576], [0.53820, 1.87997, 0.69174], [2.10580, 0.97929, 1.15177], [-0.96318, -2.37455, 0.53373], [1.03390, -1.23828, 1.08855]],
  "forces_ev_per_a": [[1.49, 1.15, -1.48], [-1.28, -0.14, -2.48], [0.18, 0.17, 3.58], [-0.91, -0.46, -0.46], [-0.86, -2.64, -0.21], [-0.18, 1.85, 1.16], [1.62, -0.34, 0.50], [-1.05, -0.23, -0.27], [0.91, 0.37, -0.39], [-1.22, 0.15, 0.59], [1.30, -1.37, 1.38], [0.31, 0.63, -2.30], [0.52, -1.20, 0.42], [-0.74, 0.28, -0.32], [-0.35, 1.23, 0.09], [0.25, 0.54, 0.19]],
  "nbo_charge": [0.64, -0.63, -0.63, -0.48, -0.73, -0.60, 0.83, 0.13, 0.21, 0.23, 0.21, 0.20, 0.25, 0.21, -0.07, 0.22]
}

---

(5)
{
  "formula": "C4H9O2P",
  "method": "ωB97M-V/def2-TZVPD",
  "energy_ha": -649.53773,
  "e_homo_ev": -8.766,
  "e_lumo_ev": 0.80,
  "spin_multiplicity": 1,
  "relative_energy_kj_mol": 404.8,
  "symbols": ["C", "C", "C", "C", "O", "O", "P", "H", "H", "H", "H", "H", "H", "H", "H", "H"],
  "coordinates": [[-1.44514, 0.51806, 1.12510], [-1.28298, -0.11518, -0.05940], [1.61491, 1.10938, -0.33859], [-0.24155, -1.18712, -0.28811], [1.66083, 0.84107, 1.05847], [-0.88521, -2.23295, -0.89459], [1.26974, -0.60377, -1.18915], [-2.28650, 1.30426, 1.11474], [-0.86637, 0.35638, 1.91490], [-2.14565, -0.03674, -0.72205], [0.78001, 1.85164, -0.53410], [2.53731, 1.42278, -0.84161], [0.09470, -1.63940, 0.72421], [1.98597, 1.61110, 1.48751], [-1.23638, -2.84617, -0.20432], [0.44632, -0.35333, -2.35301]],
  "forces_ev_per_a": [[-3.67, 1.56, -4.99], [-0.39, 0.27, 2.37], [-2.21, -0.35, -1.09], [-0.11, 0.50, 3.40], [0.24, -1.00, -1.04], [-0.87, -2.68, -1.09], [-0.01, -0.08, -0.22], [1.37, -1.40, 0.61], [2.43, -0.32, 3.24], [0.75, 0.08, -0.68], [0.98, -0.75, 0.00], [0.07, 0.19, 0.62], [-0.06, 1.48, -1.16], [0.45, 1.00, 0.65], [0.46, 0.88, -1.00], [0.58, 0.62, 0.38]],
  "nbo_charge": [-0.38, -0.22, -0.31, -0.20, -0.73, -0.72, 0.49, 0.19, 0.19, 0.21, 0.19, 0.19, 0.19, 0.47, 0.48, -0.03]
}

---

(6)
{
  "formula": "C4H9O3",
  "method": "ωB97M-V/def2-TZVPD",
  "energy_ha": -383.55819,
  "e_homo_ev": -3.699,
  "e_lumo_ev": 3.57,
  "charge": -1,
  "spin_multiplicity": 1,
  "relative_energy_kj_mol": 126.9,
  "symbols": ["C", "C", "O", "H", "H", "H", "H", "H", "H", "C", "C", "O", "O", "H", "H", "H"],
  "coordinates": [[-1.43848, -1.62554, 1.29966], [0.06519, -1.78518, 1.12437], [-1.82893, -0.23055, 1.29635], [-2.03749, -2.09037, 0.50312], [-1.97694, -1.99141, 2.21359], [0.61397, -0.85180, 1.40095], [-1.15341, 0.40989, 1.16196], [0.35540, -2.12079, 0.12129], [0.36702, -2.59741, 1.77860], [0.49370, 1.79033, -1.93831], [1.74962, 1.87231, -1.09470], [2.33847, 2.96330, -1.11932], [2.01331, 0.96277, -0.27547], [-0.45126, 1.63010, -1.39445], [0.46860, 0.94321, -2.61926], [0.42121, 2.72112, -2.45838]],
  "forces_ev_per_a": [[-1.29, 1.53, -0.06], [0.00, -0.37, 0.54], [-1.61, -0.79, 0.21], [0.48, -0.03, -0.20], [1.33, -0.14, -0.26], [-0.36, -0.80, -0.37], [1.35, 0.18, -0.36], [-0.18, 0.55, 0.12], [0.41, -0.06, 0.28], [-0.89, -0.73, -0.32], [-0.12, 0.36, 2.07], [0.56, 0.97, -0.87], [-0.31, -1.25, -0.23], [0.46, 0.23, 0.47], [0.41, -0.09, -0.37], [-0.22, 0.46, -0.64]],
  "nbo_charge": [-0.06, -0.65, -0.76, 0.15, 0.16, 0.26, 0.49, 0.22, 0.20, -0.73, 0.74, -0.78, -0.81, 0.19, 0.19, 0.21]
}

---

(7)
{
  "formula": "C4H9O3PS",
  "method": "ωB97M-V/def2-TZVPD",
  "energy_ha": -1123.07838,
  "e_homo_ev": 0.461,
  "e_lumo_ev": 5.71,
  "charge": -2,
  "spin_multiplicity": 1,
  "relative_energy_kj_mol": 0.0,
  "symbols": ["C", "C", "C", "C", "O", "O", "O", "P", "S", "H", "H", "H", "H", "H", "H", "H", "H", "H"],
  "coordinates": [[-0.35435, 1.55007, 1.27248], [-1.62256, -2.30399, -0.38217], [-0.56210, 1.16382, -0.18752], [0.32305, -0.05971, -0.66983], [3.07011, -0.53431, -1.18001], [2.53595, -0.24753, 1.25755], [2.38499, 1.82133, -0.28873], [2.35062, 0.33026, -0.15328], [0.05229, -1.57517, 0.32719], [-0.76649, 2.51663, 1.45253], [0.73303, 1.78435, 1.50386], [-0.62318, 0.57136, 1.74008], [-1.21760, -2.95215, -1.26016], [-2.50273, -1.59790, -0.72834], [-2.10686, -3.01752, 0.22895], [-0.28265, 1.94302, -0.83647], [-1.59553, 0.96848, -0.41033], [0.18401, -0.36105, -1.68580]],
  "forces_ev_per_a": [[2.15, -1.37, -0.66], [0.93, 0.80, -2.60], [1.42, -1.55, -0.51], [0.64, 0.48, 2.92], [-0.17, 0.58, -0.35], [-0.76, 0.65, -0.40], [0.02, 0.90, -0.18], [-0.06, -2.30, -0.12], [-1.81, 0.01, -0.44], [-1.51, 0.33, 0.76], [-1.02, -0.91, -0.61], [-0.22, 1.42, 0.94], [-1.09, 1.31, 0.96], [2.08, -0.92, 0.49], [-0.24, -0.73, 1.35], [0.56, 1.29, -0.88], [-1.00, -0.23, 0.16], [0.09, 0.21, -0.82]],
  "nbo_charge": [-0.68, -0.78, -0.42, -0.68, -1.25, -1.24, -1.25, 2.39, 0.16, 0.18, 0.27, 0.22, 0.19, 0.18, 0.18, 0.20, 0.14, 0.19]
}

---

(8)
{
  "formula": "C4H9O3Sc",
  "method": "ωB97M-V/def2-TZVPD",
  "energy_ha": -1143.72011,
  "e_homo_ev": [-11.408, -12.754],
  "e_lumo_ev": [-5.53, -4.91],
  "charge": 1,
  "spin_multiplicity": 2,
  "relative_energy_kj_mol": 504.2,
  "symbols": ["H", "C", "O", "C", "C", "H", "H", "H", "H", "H", "H", "H", "O", "C", "O", "Sc", "H"],
  "coordinates": [[0.84576, 0.89259, 1.19739], [-1.12316, -1.96313, -0.46640], [-0.51534, -0.71213, -0.77170], [-1.16598, 0.44699, -0.32615], [-0.89897, 0.80327, 1.02456], [-0.36188, -2.73755, -0.61098], [-1.42823, -2.02536, 0.58584], [-2.01054, -2.09110, -1.10129], [-2.22797, 0.38013, -0.59374], [0.29373, 1.62704, -0.67700], [-0.57922, 1.84956, 0.96060], [-1.73744, 0.68969, 1.71538], [1.63636, 1.38583, -0.78704], [2.17469, 0.88418, 0.38588], [2.63060, -0.32818, 0.21183], [1.56925, -0.70259, -1.56636], [2.89833, 1.60075, 0.81917]],
  "forces_ev_per_a": [[0.24, -0.77, -0.33], [-0.76, -0.69, 0.37], [1.48, -0.37, -0.94], [-0.04, -0.71, -0.40], [1.72, 2.09, 0.33], [-0.33, 0.02, -0.21], [0.15, 0.25, -0.18], [0.33, -0.22, 0.09], [0.24, 0.77, -0.64], [2.91, -1.29, -0.59], [-0.93, 0.51, 0.82], [0.76, -0.47, 0.65], [-4.04, 0.92, -0.61], [-0.52, 0.30, 0.60], [-0.73, -0.76, -0.80], [0.26, 0.57, 1.47], [-0.72, -0.14, 0.36]],
  "lowdin_spin": [-0.01, -0.01, -0.05, -0.41, 0.31, 0.00, 0.00, 0.00, -0.01, 0.03, -0.03, -0.01, -0.07, 0.19, 0.11, 0.95, 0.01]
}

---

Q: What is the formula in the eighth record?
A: C4H9O3Sc